Run A
20
Properties=species:S:1:pos:R:3 method="wB97M-V/def2-TZVPD" spin_multiplicity=2 charge=+1 orbital_gap_ev="10.46 / 4.74"
C 3.33537 0.10491 -0.39672
N 2.14964 -0.22826 0.35247
C 1.06719 -0.74363 -0.33803
N 0.30211 -1.70457 0.26183
O 0.67800 -0.35225 -1.46800
H 3.40419 0.04305 -1.48127
H 4.28836 -0.45611 -0.11879
H 3.56583 1.19965 -0.43597
H 2.39302 -0.60074 1.22461
H 0.44157 -1.75568 1.30458
H -0.73594 -1.72767 0.02913
H -0.49402 2.69792 -1.31833
H 0.12879 1.60633 -0.56126
O -0.46447 2.26692 -0.41620
H -2.24532 1.27978 -0.25312
H -3.71973 1.69683 -0.65615
O -3.17776 1.12485 -0.06988
H -2.92223 -0.92853 2.66225
H -2.82828 -0.42373 1.20397
O -2.64250 -1.19814 1.76768

Run B
20
Properties=species:S:1:pos:R:3 method="wB97M-V/def2-TZVPD" spin_multiplicity=2 charge=+1 orbital_gap_ev="6.03 / 5.74"
N -0.68640 -0.97859 -1.67177
C -0.65660 0.42048 -1.23543
C -0.51244 0.64836 0.29863
N -1.27085 -0.42483 0.97596
O -1.02489 1.88287 0.55177
H -1.49325 -1.33370 -1.19638
H 0.14489 -1.51062 -1.42431
H 0.22518 0.97867 -1.66149
H -1.54498 0.94249 -1.59995
H -0.76615 -1.07654 1.61572
H -2.06899 0.02511 1.34938
H -0.13164 3.02580 -0.28466
H 1.20568 3.98071 -0.47997
O 0.76256 3.21576 -0.75933
H 0.54605 0.56002 0.49372
H 2.71870 -1.32852 -0.01373
O 1.75619 -1.12556 0.19043
H 1.32752 -1.95482 1.04305
H 0.90059 -3.38152 2.06107
O 0.56883 -2.56557 1.74729

Relative energies with respect to the most stable structure, expressed in kJ/mol: run A 0.0; run B 511.4.

Run A
15
Properties=species:S:1:pos:R:3 method="wB97M-V/def2-TZVPD" spin_multiplicity=1 orbital_gap_ev=9.12
C 1.98862 -0.00734 -0.52198
C -1.93085 -0.84046 -0.66942
C 1.25249 0.35254 0.72529
N -0.38578 1.19643 0.11739
P -1.87097 0.55735 0.44501
H 2.85670 -0.59769 -0.36381
H 1.28298 -0.55922 -1.01241
H 2.26160 0.93570 -0.89473
H -0.96767 -1.34769 -0.79080
H -2.37836 -0.56150 -1.68469
H -2.67046 -1.63122 -0.18331
H 0.86339 -0.43667 1.19536
H 1.70415 1.01163 1.57291
H -0.16626 2.08711 0.38900
H -1.83959 -0.15899 1.67619

Run B
15
Properties=species:S:1:pos:R:3 method="wB97M-V/def2-TZVPD" spin_multiplicity=1 orbital_gap_ev=9.69
C -0.29835 0.90562 -1.78853
P -1.32660 -0.23919 -0.60644
C -0.92891 0.89795 0.89366
C 0.33979 -1.41951 0.19450
N 1.11699 -1.21539 1.45338
H 0.77608 0.55777 -1.92938
H -0.89292 0.65854 -2.70335
H -0.25930 1.98907 -1.40079
H -1.10637 1.92719 0.78091
H -1.53715 0.44974 1.65477
H 0.12789 0.89495 1.16360
H 0.17283 -2.49822 0.02306
H 0.97599 -1.07554 -0.57593
H 0.73310 -0.38214 1.63979
H 2.10694 -1.45084 1.20076

Run C
15
Properties=species:S:1:pos:R:3 method="wB97M-V/def2-TZVPD" spin_multiplicity=1 orbital_gap_ev=8.79
C 0.19501 0.15996 1.89418
N -0.88567 0.51553 1.06302
P -1.33406 -0.22085 -0.19286
C -2.65030 1.03541 -0.68310
H 0.86699 0.95282 1.80209
H 0.66221 -0.81430 1.61294
H -0.10791 0.03449 2.96060
H -3.28767 1.32444 0.12936
H -2.20743 2.09168 -0.83836
H -2.95722 0.72786 -1.69338
C 2.54231 -1.27484 -0.99676
H 1.99592 -2.17200 -1.40855
H 3.33965 -0.88696 -1.59773
H 1.82824 -0.88203 -1.84563
H 1.99994 -0.59123 -0.20582

Relative energies with respect to the most stable structure, expressed in kJ/mol: run A 0.0; run B 47.3; run C 74.8.